17
Properties=species:S:1:pos:R:3 method="wB97M-V/def2-TZVPD" total_energy_ev=-65839.363 e_homo_ev="-17.9 / -17.9" e_lumo_ev="-13.67 / -13.67" total_charge=+2 relative_energy_kcal_mol=17.8
C 0.91017 2.87324 -0.43041
H -1.05960 2.45120 -0.05699
H -0.04556 0.86462 1.44954
O -0.66147 -1.07322 1.40362
H -0.50009 2.33218 -1.80747
Ga 1.16249 -2.99822 -0.48222
C -0.15670 0.06295 -0.58578
O 0.25874 -3.16474 1.07057
H -1.23767 0.10734 -0.77579
C -0.62256 -2.25169 0.60788
H 0.71298 0.09813 -1.25047
H 1.23098 -0.36609 1.02080
C 0.17870 -0.05745 0.89881
C -0.24221 2.21344 -0.74821
H -1.66949 -2.60762 0.56766
O 1.91809 3.34912 -0.18304
O -0.17680 -1.83317 -0.69849



56
Properties=species:S:1:pos:R:3 method="wB97M-V/def2-TZVPD" smiles="CCCn1cc(CN2CCC[C@@H](CNC(=O)c3ccc(F)cc3)C2)c(C)n1" total_energy_ev=-32973.985 e_homo_ev=-8.8 e_lumo_ev=0.69 relative_energy_kcal_mol=2.8
C 2.38747 -1.32355 -0.30089
H -0.52305 3.53451 2.14186
C 4.66067 -0.49069 1.06726
H -2.06963 1.44376 -0.37834
H -2.17998 -4.29810 -0.05100
C 0.23991 4.01029 -0.50616
C -1.78139 -0.36497 1.38074
C -0.97707 -1.41228 0.98031
H 1.52285 -1.64706 -0.86072
H -0.64216 0.67266 2.83761
H -0.46492 -3.92326 0.25206
C -0.69029 2.94241 -1.09087
C 3.02948 -2.20324 0.55150
H -4.34406 0.93655 0.73332
O 2.79382 1.52605 -2.27683
H 1.58073 4.30550 1.15364
H -2.11601 -3.02338 -2.15759
C 0.15643 2.79041 1.68657
H 0.76767 2.35804 2.48370
H 0.67258 2.40751 -2.69716
C 4.01587 0.37303 0.20080
H -4.54934 0.11300 2.28101
H 0.90716 4.38467 -1.28375
F 4.77435 -2.61735 2.07462
H -1.46356 -5.43499 -2.25666
H 0.44921 0.67250 -0.35101
C -1.32689 0.90616 2.01627
H 5.54633 -0.19296 1.60575
C 2.86914 -0.03065 -0.47222
N -1.77811 -2.34110 0.42556
H 1.80736 2.77383 0.31259
C 1.05794 3.47958 0.66739
H -0.43137 -2.58062 -1.87904
C -1.17643 -3.36389 -1.71955
H 0.08032 -1.55403 1.07911
H -5.17949 -0.62559 0.79962
H 2.67961 -3.21441 0.69201
C 2.18947 0.91614 -1.41566
N -0.59259 1.72020 1.05191
C -1.38638 -3.56521 -0.21502
H -1.41158 3.44546 -1.74534
N -3.05119 -1.95515 0.43572
H -2.19029 1.45106 2.43320
H -2.17593 2.99976 0.47869
H -0.37328 4.84646 -0.15853
C 4.15273 -1.76664 1.23143
H 4.39856 1.36912 0.03871
C -0.72258 -4.65104 -2.39333
H -0.58388 -4.49121 -3.45925
H -0.73090 1.33074 -2.51503
N 0.85378 0.98531 -1.22888
C -3.08437 -0.76409 1.01055
H 0.22082 -4.99285 -1.97286
C -4.36687 -0.03891 1.21762
C -1.47801 2.26528 0.03434
C 0.02734 1.90724 -1.96977



Repeat the first record exactly.
17
Properties=species:S:1:pos:R:3 method="wB97M-V/def2-TZVPD" total_energy_ev=-65839.363 e_homo_ev="-17.9 / -17.9" e_lumo_ev="-13.67 / -13.67" total_charge=+2 relative_energy_kcal_mol=17.8
C 0.91017 2.87324 -0.43041
H -1.05960 2.45120 -0.05699
H -0.04556 0.86462 1.44954
O -0.66147 -1.07322 1.40362
H -0.50009 2.33218 -1.80747
Ga 1.16249 -2.99822 -0.48222
C -0.15670 0.06295 -0.58578
O 0.25874 -3.16474 1.07057
H -1.23767 0.10734 -0.77579
C -0.62256 -2.25169 0.60788
H 0.71298 0.09813 -1.25047
H 1.23098 -0.36609 1.02080
C 0.17870 -0.05745 0.89881
C -0.24221 2.21344 -0.74821
H -1.66949 -2.60762 0.56766
O 1.91809 3.34912 -0.18304
O -0.17680 -1.83317 -0.69849